Entry 1:
{"formula": "C4H5AgO2", "method": "wB97M-V/def2-TZVPD", "homo_energy_ev": [-5.86, -9.96], "homo_lumo_gap_ev": [6.2, 7.3], "multiplicity": 3, "relative_energy_ev": 0.000, "symbols": ["H", "O", "Ag", "O", "C", "C", "C", "C", "H", "H", "H", "H"], "positions_angstrom": [[1.950, 1.097, 2.369], [1.028, 0.831, 2.299], [-0.810, 1.950, 1.768], [-0.880, -0.529, -3.077], [-0.600, -0.048, -2.001], [-0.704, -0.771, -0.687], [-0.297, 0.098, 0.465], [0.815, -0.109, 1.142], [-0.246, 1.006, -1.933], [-0.149, -1.722, -0.754], [-1.777, -1.025, -0.588], [1.670, -0.779, 0.996]], "lowdin_spin": [0.009, 0.154, 1.078, 0.003, 0.005, 0.082, 0.567, 0.061, 0.004, 0.019, 0.008, 0.010]}

Entry 2:
{"formula": "C53H44As2N4O6PbSSe", "method": "wB97M-V/def2-TZVPD", "homo_energy_ev": -7.06, "homo_lumo_gap_ev": 6.8, "relative_energy_ev": 3.431, "symbols": ["Pb", "O", "C", "C", "C", "C", "C", "C", "C", "N", "C", "C", "N", "H", "H", "H", "H", "H", "H", "H", "S", "C", "C", "C", "C", "C", "C", "As", "C", "C", "C", "C", "C", "C", "C", "C", "C", "C", "C", "C", "H", "H", "H", "H", "H", "H", "H", "H", "H", "H", "H", "H", "H", "H", "C", "C", "O", "N", "C", "C", "C", "C", "C", "C", "N", "H", "H", "H", "H", "H", "H", "H", "H", "H", "H", "C", "C", "C", "C", "C", "C", "As", "C", "C", "C", "C", "C", "C", "C", "C", "C", "C", "C", "C", "H", "H", "H", "H", "H", "H", "H", "H", "H", "H", "H", "H", "H", "O", "Se", "O", "O", "O"], "positions_angstrom": [[-0.632, 0.110, 0.170], [0.450, -1.158, -2.593], [1.201, -0.205, -3.150], [2.540, -0.392, -3.503], [3.213, 0.532, -4.275], [2.571, 1.672, -4.730], [1.268, 1.907, -4.343], [0.586, 1.006, -3.526], [-0.747, 1.378, -3.079], [-1.220, 1.382, -1.846], [-2.467, 1.938, -1.899], [-2.756, 2.279, -3.181], [-1.658, 1.931, -3.915], [3.050, -1.284, -3.167], [4.248, 0.356, -4.527], [3.088, 2.379, -5.362], [0.775, 2.820, -4.648], [-3.064, 2.034, -1.011], [-3.629, 2.713, -3.620], [-1.543, 2.013, -4.912], [-2.502, -1.302, -1.143], [-2.026, -2.840, -1.805], [-3.065, -3.611, -2.355], [-2.862, -4.904, -2.770], [-1.609, -5.490, -2.638], [-0.561, -4.728, -2.156], [-0.737, -3.396, -1.782], [0.957, -2.499, -1.285], [2.306, -3.444, -2.324], [3.492, -3.889, -1.756], [4.433, -4.538, -2.542], [4.189, -4.751, -3.888], [3.001, -4.317, -4.457], [2.064, -3.662, -3.679], [1.131, -3.297, 0.570], [2.388, -2.947, 1.368], [2.211, -3.824, 3.346], [0.994, -4.320, 4.044], [-0.079, -4.682, 3.357], [-0.125, -4.547, 1.878], [-4.040, -3.150, -2.421], [-3.685, -5.469, -3.184], [-1.450, -6.518, -2.924], [0.433, -5.161, -2.065], [3.682, -3.726, -0.703], [5.360, -4.873, -2.100], [4.929, -5.250, -4.496], [2.814, -4.484, -5.507], [1.132, -3.297, -4.101], [3.206, -2.454, 0.847], [3.093, -3.943, 3.976], [1.029, -4.387, 5.123], [-0.969, -5.048, 3.847], [-0.939, -5.140, 1.458], [-2.883, 0.080, 4.632], [-1.649, 0.164, 3.761], [-1.694, 0.632, 2.631], [-0.532, -0.269, 4.365], [0.756, -0.398, 3.721], [0.836, -1.651, 2.882], [2.135, -2.370, 2.775], [2.450, -4.378, 1.920], [1.196, -4.748, 1.115], [-0.190, -3.079, 1.348], [-0.217, -1.978, 2.248], [-3.690, 0.645, 4.173], [-2.684, 0.470, 5.629], [-3.184, -0.963, 4.709], [-0.629, -0.728, 5.258], [1.540, -0.379, 4.480], [0.898, 0.465, 3.057], [2.953, -1.728, 3.104], [3.308, -5.039, 1.799], [1.266, -5.628, 0.476], [-1.066, -2.973, 0.691], [-4.203, 6.100, 1.859], [-4.315, 4.790, 2.295], [-3.304, 3.886, 2.022], [-2.171, 4.284, 1.320], [-2.067, 5.598, 0.884], [-3.080, 6.503, 1.156], [-0.780, 2.908, 1.038], [0.580, 3.916, 0.119], [0.636, 4.196, -1.231], [1.786, 4.743, -1.774], [2.877, 4.999, -0.961], [2.828, 4.733, 0.396], [1.676, 4.194, 0.950], [1.472, 3.858, 2.356], [2.379, 4.077, 3.385], [2.050, 3.733, 4.683], [0.799, 3.213, 4.977], [-0.119, 3.003, 3.960], [0.222, 3.289, 2.652], [-4.993, 6.806, 2.066], [-5.193, 4.475, 2.841], [-3.373, 2.850, 2.342], [-1.188, 5.915, 0.334], [-2.990, 7.527, 0.822], [-0.227, 3.980, -1.851], [1.845, 4.955, -2.833], [3.782, 5.403, -1.390], [3.693, 4.927, 1.015], [3.347, 4.510, 3.176], [2.763, 3.886, 5.480], [0.541, 2.972, 5.999], [-1.106, 2.617, 4.186], [1.723, -0.960, -0.435], [2.701, 0.378, 0.126], [3.482, 0.963, -1.096], [1.568, 1.337, 0.723], [3.634, -0.195, 1.260]], "mulliken_charge": [2.491, -0.830, 0.198, -0.131, -0.994, -1.020, -0.783, 1.273, -1.552, 1.300, -0.507, -1.237, 0.190, 0.471, 0.471, 0.407, 0.475, 0.482, 0.489, 0.244, -0.591, 1.106, -0.946, -0.696, -1.187, -0.549, -0.222, 3.654, -0.030, -0.355, -0.854, -0.611, -0.897, 0.372, 1.320, -1.238, -0.127, -0.807, -1.009, -0.459, 0.525, 0.408, 0.450, 0.498, 0.211, 0.470, 0.401, 0.433, 0.417, 1.090, 0.458, 0.469, 0.419, 0.619, -1.918, 0.482, -0.291, 0.230, -0.225, 0.403, -1.361, -0.358, -0.679, -1.995, 0.307, 0.318, 0.406, 0.481, 0.304, 0.520, -0.558, 0.760, 0.268, 0.407, 0.491, -0.495, -0.706, -0.253, 0.564, -0.524, -0.769, 1.121, 0.095, -0.309, -0.612, -1.056, -0.459, 0.346, 0.963, -0.839, -1.009, -0.898, -0.420, -0.252, 0.387, 0.410, 0.376, 0.327, 0.408, 0.446, 0.406, 0.394, 0.399, 0.423, 0.400, 0.439, 0.574, -1.952, 1.743, -0.661, -0.416, -0.762]}

Entry 3:
{"formula": "C3H10N4S", "method": "wB97M-V/def2-TZVPD", "homo_energy_ev": [-17.87, -17.88], "charge": 2, "homo_lumo_gap_ev": [7.3, 7.3], "relative_energy_ev": 6.172, "symbols": ["C", "C", "C", "N", "N", "N", "N", "S", "H", "H", "H", "H", "H", "H", "H", "H", "H", "H"], "positions_angstrom": [[0.706, 0.042, -0.132], [-0.027, -1.184, -2.162], [0.620, 1.160, 2.029], [-1.440, -0.430, -0.531], [-0.146, -0.471, -0.996], [0.051, 0.369, 0.990], [-1.392, 0.155, 0.782], [2.444, -0.459, -0.230], [-1.107, -0.527, -2.892], [1.020, -0.966, -2.617], [-0.363, -2.229, -1.987], [-0.109, 1.412, 2.770], [1.235, 1.903, 1.501], [1.292, 0.475, 2.592], [-1.860, -0.127, -2.479], [-1.769, 1.100, 0.945], [-1.880, -0.514, 1.533], [2.725, 0.289, 0.886]], "mulliken_charge": [0.385, -0.390, -1.023, -0.943, 0.495, -0.053, 0.180, -0.024, -0.103, 0.350, 0.357, 0.410, 0.401, 0.412, 0.468, 0.414, 0.435, 0.229]}